Record 1
Density functional theory data (ωB97M-V/def2-TZVPD) for a molecular structure, C9H12NO3P.

Calculated values
HOMO energy, eV: 0.3
Orbital gap, eV: 5.27

Structure (ORCA input):
```
! wB97M-V def2-TZVPD RIJCOSX def2/J DEFGRID3
* xyz -2 1
C -1.08980 -2.77627 -0.66362
C -1.84257 1.21256 -0.16510
C -1.01440 -1.94052 0.36573
C -0.38463 0.74705 -0.46463
C 0.03173 -0.42905 -0.22142
C 1.03529 2.59738 0.25241
C 2.12758 -1.65554 0.63044
C 0.55829 1.82704 -0.92456
C 1.37879 -1.05224 -0.52954
N -0.74517 -3.56091 -1.50404
O -2.78291 0.16428 -0.14848
O -3.71506 -1.95816 0.90196
O -2.22467 -0.38525 2.37588
P -2.47312 -1.12107 1.01157
H -1.79766 1.68495 0.88736
H -2.14782 1.92313 -0.87401
H 1.62906 3.51408 -0.13104
H 0.09993 2.71264 0.81961
H 1.86208 2.01190 0.86129
H 1.65530 -2.43436 1.23098
H 2.24125 -0.91886 1.40249
H 3.14540 -2.21827 0.34600
H -0.04274 2.53407 -1.54878
H 1.34152 1.69460 -1.62724
H 1.18435 -1.87626 -1.22736
H 1.96999 -0.29692 -1.05592
*
```

Record 2
Density functional theory data (ωB97M-V/def2-TZVPD) for a molecular structure, C7H5NO.

Calculated values
HOMO energy, eV: -8.2
Orbital gap, eV: 8.21

Structure (ORCA input):
```
! wB97M-V def2-TZVPD RIJCOSX def2/J DEFGRID3
* xyz 0 1
C -1.70459 -0.82256 -0.95759
C 1.96515 0.65602 -0.55014
C -0.47633 -1.18153 -0.83869
C 0.62467 0.77630 -0.37914
C -1.42434 0.16153 0.02209
C 0.54909 -0.69115 0.07416
C -0.12904 -0.57810 1.40487
N -0.63299 1.26735 -0.46472
O 2.00264 -0.73473 -0.14889
H -2.50345 -1.05960 -1.48890
H 2.89390 1.16987 -0.60096
H 0.14115 0.31846 2.00267
H -0.41390 -1.44597 1.93079
H -0.89196 2.16412 -0.00554
*
```

Record 3
Density functional theory data (ωB97M-V/def2-TZVPD) for a molecular structure, C26H14Cl2MoN5O4S3.

Calculated values
HOMO energy (spin up / spin down), eV: -7.7 / -8.0
Orbital gap (spin up / spin down), eV: 6.54 / 6.48

Structure (ORCA input):
```
! wB97M-V def2-TZVPD RIJCOSX def2/J DEFGRID3
* xyz 0 2
Mo -0.34853 -0.68038 -0.85457
Cl -4.68910 -5.30599 -3.59930
C -4.00277 -4.12570 -2.53736
C -2.63687 -3.88446 -2.61123
C -2.07283 -2.94405 -1.76644
N -0.72267 -2.56154 -1.73492
C 0.28612 -3.40006 -2.06056
O 0.21154 -4.52958 -2.51439
C 1.62063 -2.78104 -1.76368
C 2.79298 -3.43949 -2.07630
C 3.99891 -2.85088 -1.73810
C 3.98507 -1.62471 -1.09227
C 2.77276 -1.02365 -0.80939
N 1.60476 -1.59020 -1.14365
C -2.87494 -2.22499 -0.86664
C -4.23292 -2.47617 -0.78879
C -4.79219 -3.42864 -1.63341
Cl -6.49555 -3.71377 -1.53146
N -2.12084 -1.31522 -0.09100
C -2.52987 -0.92375 1.15574
O -3.63822 -1.03749 1.63571
C -1.39440 -0.36784 1.97761
C -1.60520 0.02081 3.28252
C -0.51401 0.43173 4.03502
C 0.74283 0.41777 3.45698
C 0.86601 0.01770 2.13593
N -0.18223 -0.34958 1.39694
H -2.02503 -4.43915 -3.30423
H 2.71863 -4.39895 -2.56796
H 4.93518 -3.33969 -1.97199
H 4.89913 -1.12122 -0.81145
H 2.72495 -0.04902 -0.34219
H -4.85781 -1.94357 -0.09190
H -2.61087 -0.02176 3.67527
H -0.64308 0.74771 5.06173
H 1.62630 0.72950 3.99335
H 1.83129 0.00584 1.65565
O 2.98532 2.51612 2.72687
S 3.00958 3.08468 1.40896
O 4.25799 3.50231 0.85259
N 2.26212 2.01669 0.36497
C 1.16026 2.50261 -0.09035
S 0.11947 1.70361 -1.22582
C 0.81697 3.87929 0.37629
C -0.27826 4.66344 0.06080
C -0.36591 5.92374 0.64010
C 0.61503 6.38274 1.51348
C 1.71461 5.59296 1.83342
C 1.78303 4.34829 1.24768
H -1.03904 4.29947 -0.61660
H -1.21047 6.55898 0.40908
H 0.52159 7.36820 1.94992
H 2.48243 5.94117 2.51074
S -0.84201 -0.34003 -4.31776
C -0.61986 -0.42283 -2.80366
*
```

Record 4
Density functional theory data (ωB97M-V/def2-TZVPD) for a single C6H12I2OSi molecule.

Calculated values
HOMO energy (spin up / spin down), eV: -8.3 / -8.3
SMILES: CCCCOCC=[Si](I)I
Orbital gap (spin up / spin down), eV: 7.38 / 7.38

Structure (ORCA input):
```
! wB97M-V def2-TZVPD RIJCOSX def2/J DEFGRID3
* xyz 0 1
C 1.20009 -0.73432 2.01717
C 2.01277 0.30462 1.22181
C -2.66306 0.26430 -1.60325
C -1.11438 0.05363 -1.74173
C -0.61205 0.61316 -0.43476
C -1.04577 -0.31658 0.78767
O -0.20974 -0.39926 1.93032
Si 3.63451 0.09744 0.57262
I 4.31092 -2.13553 -0.34684
I 4.92598 1.84964 -0.40414
H 1.19798 -0.76545 3.15512
H 1.33227 -1.71592 1.58660
H 1.61960 1.37273 1.35805
H -3.00687 0.18318 -0.61839
H -3.06223 1.32314 -1.86074
H -3.22293 -0.42977 -2.23278
H -0.92772 -0.93899 -1.79585
H -0.80617 0.65703 -2.51998
H 0.54343 0.60075 -0.55539
H -1.07792 1.50280 -0.12998
H -1.95436 -0.07797 1.16176
H -1.07434 -1.30862 0.45274
*
```

Record 5
Density functional theory data (ωB97M-V/def2-TZVPD) for 4 unconnected molecules or ions with the total composition C17H36NO9S4.

Calculated values
HOMO energy, eV: -12.3
Orbital gap, eV: 7.69

Structure (ORCA input):
```
! wB97M-V def2-TZVPD RIJCOSX def2/J DEFGRID3
* xyz 1 1
C 4.31546 0.50648 0.61136
C 3.10013 1.06765 -0.27867
S 1.89693 2.15472 0.62732
C 0.92145 1.00708 1.70968
C -0.56637 0.70972 1.20528
C -0.80559 0.33953 -0.30272
C -2.29156 0.00985 -0.72467
C -3.44772 0.06951 0.35100
C -3.04196 0.46755 1.80941
N -1.65899 0.76634 2.17120
H 4.64452 -0.55240 0.27066
H 5.25000 1.16927 0.45043
H 4.11433 0.46287 1.73481
H 3.56887 1.71360 -1.11464
H 2.50216 0.21830 -0.76256
H 0.87259 1.36493 2.79446
H 1.47655 -0.00763 1.72022
H 0.04464 0.30758 -1.05888
H -2.48317 -0.29758 -1.82163
H -4.53493 -0.17674 0.08154
H -3.85175 0.49662 2.62013
H -1.46119 1.02690 3.15679
O -0.06490 -4.12743 -2.74992
S -0.43236 -3.01737 -3.59134
O -1.55824 -2.17101 -3.28712
O -0.56127 -3.53404 -5.11657
C -1.45884 -4.61067 -5.39866
C -2.90827 -4.16117 -5.35833
C 0.98894 -1.98592 -3.82256
H -1.28427 -5.44522 -4.71370
H -1.22357 -4.96530 -6.40462
H -3.20105 -3.86349 -4.34932
H -3.57216 -4.96787 -5.67574
H -3.06243 -3.29646 -6.00877
H 1.84184 -2.60912 -4.08837
H 1.17981 -1.46932 -2.88119
H 0.77402 -1.26004 -4.60693
O 2.25496 6.78231 -0.07369
S 0.91376 6.63800 0.43079
O -0.21881 7.21783 -0.23968
O 0.88676 7.08435 1.98629
C 1.34334 8.39494 2.32613
C 0.33721 9.46151 1.93270
C 0.58436 4.91593 0.68473
H 2.32150 8.58901 1.87694
H 1.47740 8.41395 3.41024
H 0.22789 9.51957 0.84793
H 0.65445 10.44320 2.29077
H -0.64862 9.23330 2.34583
H 1.41675 4.47134 1.22444
H 0.47966 4.45026 -0.29509
H -0.34584 4.81395 1.24479
O -1.81589 -6.01589 3.13718
S -0.67653 -5.14327 3.25212
O -0.80329 -3.78052 3.70198
O 0.13807 -5.15725 1.85279
C -0.56179 -4.81340 0.65745
C -0.82495 -3.32157 0.57224
C 0.55657 -5.94159 4.24123
H -1.49154 -5.38388 0.57825
H 0.07156 -5.11256 -0.18066
H -1.51275 -2.99752 1.35680
H -1.26826 -3.06016 -0.39140
H 0.10330 -2.75740 0.70161
H 0.69005 -6.96322 3.88783
H 0.20288 -5.94380 5.27274
H 1.48619 -5.37712 4.16933
*
```

Record 6
Density functional theory data (ωB97M-V/def2-TZVPD) for 3 unconnected molecules or ions with the total composition CH8O3.

Calculated values
HOMO energy, eV: -10.7
SMILES: CO.O.O
Orbital gap, eV: 11.16

Structure (ORCA input):
```
! wB97M-V def2-TZVPD RIJCOSX def2/J DEFGRID3
* xyz 0 1
C 1.75475 -0.49989 -1.42399
O 1.90150 0.66357 -0.58401
H 2.37787 -1.32813 -1.06448
H 0.68108 -0.68156 -1.50805
H 2.24394 -0.35235 -2.38842
H 1.60652 0.31646 0.25720
H -1.80124 0.45691 2.82739
H -1.08847 1.45215 1.99374
O -0.97911 0.97249 2.79811
H -2.94802 -0.63355 -0.39524
H -1.44712 -0.37723 -0.36259
O -2.30168 0.01113 -0.14965
*
```

Max |F| for the records above, in order: 7.750; 4.140; 0.685; 5.914; 5.300; 1.204 eV/Å